Record 1
The following is a DFT calculation (ωB97M-V/def2-TZVPD) of C14H20AlBeBrF10KN3O7S2 as an isolated structure in a non-equilibrium geometry.

Summary:
Charge: +2
E_HOMO: -12.324 eV
Molar mass: 751.4 g mol⁻¹
Gap between HOMO and LUMO: 1.028 eV

```
60
Properties=species:S:1:pos:R:3:forces:R:3
Br 2.346 -2.127 -2.087 -0.6701 -0.1343 -0.4614
K 2.960 -0.165 7.884 1.1254 0.2434 1.5193
S -0.970 -2.333 -2.596 -3.0995 3.9518 -4.5529
S 0.690 -6.989 -4.581 0.4098 0.4896 0.6595
Al 2.143 0.640 4.846 -0.4768 0.7071 -1.5462
F -1.180 -4.558 -0.584 0.5748 0.2829 -1.4880
F -0.979 -0.175 -1.046 0.4171 -1.9794 -0.6304
F 1.559 -0.290 6.230 -0.3937 0.4614 -1.9732
F -2.029 -5.317 -2.453 1.3536 0.6734 0.1736
F -0.194 -6.180 -1.648 -0.4658 1.6418 -0.3916
F 2.884 2.102 5.420 -0.4855 -1.5461 0.0829
F 0.808 1.023 3.803 1.1032 -0.4593 0.9166
F -2.283 -1.779 -0.412 1.5779 -0.1433 -0.9768
F 3.318 -0.306 3.974 -0.8547 0.5104 0.9368
F -0.136 -1.930 -0.016 -0.5185 0.1214 -1.3820
O 4.385 -2.614 -0.187 3.7032 -3.5469 -2.7000
O -3.551 7.077 5.450 -0.0155 -0.1498 -0.1642
O 2.359 2.251 -0.026 0.1258 -0.0124 -0.1703
O -2.348 -2.536 -3.035 1.7345 -1.6924 1.8019
O 0.207 3.962 -0.531 0.0982 -0.0163 -0.1216
O -4.582 5.186 5.381 0.1142 0.0935 -0.1578
O -0.406 -1.338 -3.518 1.3999 -2.0100 1.6630
N 0.079 -4.287 -4.089 -0.1510 0.1957 -0.6112
N 2.330 -4.947 -2.218 -1.7530 0.6383 -1.6357
N -3.952 6.090 4.864 -0.0854 0.0350 0.4281
C 1.392 -3.866 -1.897 0.7903 -0.3829 1.3956
C -3.660 5.983 3.430 0.1129 -0.0332 -0.6274
C 2.545 -4.987 -3.679 1.0446 -0.7809 -0.2031
C 1.214 -5.209 -4.472 1.8984 -1.4264 -0.9778
C 0.002 -3.939 -2.643 0.1603 -0.6634 1.8099
C -2.669 6.888 1.445 -0.0780 -0.1583 0.0242
C 1.316 2.406 0.930 0.1937 0.1533 -0.1442
C -4.133 4.890 2.718 -0.1131 -0.2003 0.0222
C 0.700 3.787 0.801 -0.3527 -0.2411 0.0050
C -3.147 5.802 0.722 0.0285 -0.0314 -0.0684
C -0.872 -4.997 -1.828 -0.9255 -2.1448 0.6664
C -2.926 6.982 2.806 0.0951 0.1773 0.0274
C -3.875 4.803 1.357 0.1296 0.1593 0.0410
C -1.051 -1.516 -0.924 -1.3586 1.4560 3.6626
Be 5.417 -3.660 -1.089 -3.0274 3.6028 2.8326
H 2.052 2.695 -0.830 0.0346 -0.0045 0.1340
H -4.700 4.107 3.205 0.0416 0.1712 0.1419
H 4.934 -2.090 0.417 -0.0432 0.2098 0.4322
H 1.167 -3.970 -0.799 0.0766 0.4786 -1.1224
H 1.453 4.558 0.969 -0.0293 -0.0389 -0.0828
H 1.463 -4.959 -5.542 -0.4912 -0.1302 1.0554
H 0.567 1.629 0.730 -0.2105 0.0725 0.2691
H 3.179 -5.894 -3.888 -0.7468 0.8603 0.0151
H -0.790 -4.745 -4.437 0.0927 0.2017 0.5718
H -0.120 3.928 1.510 0.1356 -0.0474 0.1620
H 3.145 -4.119 -4.083 -0.9587 -0.4463 0.3837
H 3.195 -4.859 -1.692 -0.5083 -0.0142 0.0358
H 0.175 -3.445 -4.698 -0.0810 0.1532 0.7444
H -0.565 3.392 -0.628 0.0251 0.1457 -0.0011
H 1.250 -7.491 -3.419 -0.4648 0.6990 -0.6634
H -2.951 5.734 -0.342 -0.0028 0.0260 0.0629
H -2.100 7.663 0.947 -0.0360 -0.0267 0.0667
H -4.244 3.957 0.790 -0.0232 0.0441 0.0691
H -2.553 7.834 3.361 -0.1254 -0.1297 0.1212
H 1.730 2.251 1.925 -0.0513 -0.0657 -0.0799
```
Positions in Å, forces in eV/Å.

***

Record 2
The following is a DFT calculation (ωB97M-V/def2-TZVPD) of C14H20BBa2Br10O8 as an isolated structure in a non-equilibrium geometry.

Summary:
Charge: +3
E_HOMO: -14.774 eV
Molar mass: 1400.8 g mol⁻¹
Energy relative to the best compared isomer or geometry (same formula, charge and spin): 1.317 eV
Gap between HOMO and LUMO: 5.146 eV

```
55
Properties=species:S:1:pos:R:3:forces:R:3
Ba -4.042 -3.004 3.083 0.2753 -0.2316 -0.6239
Ba -9.196 -11.327 -0.289 0.8460 0.6033 -0.8250
Br -8.796 -2.709 -1.100 0.5296 -0.2465 -0.2724
Br -4.145 -4.582 -3.349 0.1797 -0.0535 0.1743
Br -8.296 -9.477 -4.470 0.3041 -0.2340 0.2648
Br -8.475 -6.210 -1.685 -0.0596 0.2639 -0.4631
Br 0.405 -8.418 0.451 -0.3914 -0.0273 -0.2066
Br -1.768 -13.988 -2.270 0.0192 0.6828 -0.5998
Br -5.288 -7.245 -6.965 0.0859 0.0326 0.6235
Br -5.038 -14.259 -3.126 -0.0874 0.1935 0.0648
Br 0.121 -5.268 -1.202 -0.0806 -0.1487 0.0312
Br -6.487 -13.139 -6.608 -0.1763 0.3327 0.0255
O -4.980 -3.691 0.602 0.1646 -0.0630 0.4897
O -7.100 -9.767 -1.189 -0.9746 -0.6051 0.8151
O -4.897 -9.113 -2.987 0.2143 -0.4529 -0.3086
O -6.242 -8.013 -0.049 -0.5626 -0.3408 0.3368
O -5.546 -5.672 -0.381 0.3881 0.6833 0.0728
O -3.281 -5.408 2.160 -0.5085 0.5830 0.4489
O -4.235 -7.045 0.976 0.0527 -0.3597 -0.0532
O -4.382 -7.623 -1.388 -0.0402 0.6713 0.6302
C -7.045 -10.933 -4.964 0.0443 -0.0238 0.5578
C -7.441 -3.575 -2.237 0.2221 -0.5601 0.7614
C -2.564 -12.781 -3.616 -1.0335 -0.4604 0.6589
C -8.009 -4.773 -2.962 -0.3185 0.5911 -0.2656
C -1.311 -6.563 -0.945 -0.1200 0.2605 -0.3597
C -7.783 -11.877 -5.850 -0.1352 -0.8151 -0.6850
C -4.398 -5.265 -5.151 -0.6796 0.2558 -0.5431
C -5.089 -8.583 -1.947 -0.5152 -0.2229 -0.5224
C -4.895 -4.894 0.434 -0.7405 -1.3196 -0.5036
C -6.295 -8.872 -1.030 0.8637 0.6144 0.1370
C -4.039 -5.826 1.296 0.8462 0.3235 0.4348
C -5.015 -6.636 -5.125 0.1257 -0.5943 0.5583
C -4.049 -12.567 -3.300 0.1622 -0.6754 -0.2135
C -0.858 -7.998 -0.971 0.4761 -0.0993 -0.3298
B -5.093 -7.104 -0.231 -0.0181 -0.0277 -0.5098
H -0.369 -8.203 -1.924 0.2949 0.1247 0.1525
H -1.789 -6.250 -0.021 0.0183 -0.2810 0.1050
H -7.016 -2.806 -2.875 -0.2980 -0.0999 -0.3098
H -2.505 -13.231 -4.602 0.3820 -0.1598 0.1043
H -1.686 -8.706 -0.954 -0.1343 0.1780 0.4805
H -3.455 -5.231 -5.688 0.1080 -0.0639 0.2287
H -4.542 -12.116 -4.154 0.0804 0.3905 0.0439
H -6.635 -3.961 -1.614 -0.1824 0.4790 0.1991
H -8.904 -4.482 -3.507 -0.1471 -0.4033 0.0874
H -4.253 -12.056 -2.367 0.2149 0.2311 -0.0604
H -5.965 -6.701 -4.592 -0.2385 0.4284 -0.3919
H -8.503 -12.528 -5.357 0.0790 0.2296 0.3685
H -5.084 -4.558 -5.610 0.1152 0.0433 -0.0695
H -7.287 -5.207 -3.649 0.0554 0.0111 0.1180
H -8.333 -11.392 -6.653 0.3851 0.0848 -0.1679
H -2.060 -11.818 -3.598 0.1952 -0.1069 0.0748
H -4.409 -7.338 -4.550 0.3569 -0.0855 -0.6397
H -1.983 -6.402 -1.788 -0.0806 0.0381 0.0959
H -6.140 -10.516 -5.395 -0.3299 0.4102 -0.3534
H -6.714 -11.410 -4.044 -0.2324 0.0218 0.1338
```
Positions in Å, forces in eV/Å.

***

Record 3
The following is a DFT calculation (ωB97M-V/def2-TZVPD) of a 10-piece molecular cluster, C14H20BCl27F3OP overall in a non-equilibrium geometry.

Summary:
E_HOMO: -8.207 eV
Molar mass: 1260.3 g mol⁻¹
Energy relative to the best compared isomer or geometry (same formula, charge and spin): 0.000 eV
Gap between HOMO and LUMO: 8.506 eV

```
67
Properties=species:S:1:pos:R:3:forces:R:3
Cl 9.401 -0.813 -1.136 0.1019 0.0511 -0.0555
Cl -3.051 -0.413 -0.582 -0.0083 -0.1110 0.0969
Cl 7.758 1.572 -1.443 0.0023 -0.0073 0.0213
Cl -8.506 -0.059 -4.360 -0.0039 0.0045 -0.0210
Cl 0.292 -6.917 -0.813 0.0140 -0.0201 0.0010
Cl 3.684 1.947 1.574 0.0084 -0.0967 -0.0463
Cl -5.167 -0.679 1.392 -0.0017 0.0163 0.0134
Cl -8.578 -1.684 0.743 0.0058 0.0324 0.0087
Cl 0.978 1.878 2.623 -0.0414 -0.0393 -0.0562
Cl 1.126 -7.078 1.964 0.0030 -0.0100 -0.0026
Cl -0.977 5.572 2.412 -0.1106 0.0991 0.1460
Cl -4.264 6.353 4.274 -0.0528 0.1056 0.1221
Cl -1.318 2.141 -2.143 0.1336 0.0732 -0.0657
Cl -5.417 1.248 -0.775 0.1217 -0.1533 0.2070
Cl 10.152 1.240 -3.047 0.0220 0.0080 0.0091
Cl -2.595 1.853 -4.731 0.0151 -0.0276 0.0122
Cl -2.169 3.511 0.786 -0.0860 -0.1114 -0.0060
Cl 1.864 4.119 1.007 0.0067 -0.1236 -0.1267
Cl 3.097 -6.616 -0.112 -0.0871 -0.2956 -0.0849
Cl -2.631 3.535 3.669 0.0204 -0.0373 -0.1728
Cl -3.680 8.646 2.596 0.0250 -0.0037 0.0045
Cl -7.497 2.209 -2.857 -0.1439 0.1535 -0.2041
Cl -10.602 -1.750 -1.325 -0.0685 -0.1853 0.0686
Cl -6.002 8.682 4.341 0.0173 0.0029 0.0175
Cl -10.238 1.332 -2.497 -0.0088 0.2174 -0.0912
Cl -10.846 -3.486 0.996 -0.0080 0.0187 0.0077
Cl 0.234 2.502 -4.571 0.0084 -0.0190 0.0012
P 3.964 -3.823 1.407 0.0434 -1.2536 0.5784
F 1.079 -1.366 -1.322 -0.5175 -0.2885 -0.3081
F 3.088 -2.038 -1.735 0.1689 -0.5452 -0.3447
F 2.720 0.014 -1.249 0.0791 0.5246 -0.1607
O 5.493 -4.840 -0.839 -0.4092 0.2280 0.0124
C 2.394 -2.999 0.867 0.6538 0.6678 0.0074
C 1.578 -7.414 0.293 -0.0272 0.1392 -0.0382
C 2.356 -1.245 -0.951 0.3601 0.6860 0.3372
C -8.910 1.500 -3.642 0.0353 -0.0872 0.0929
C 6.453 -1.476 0.658 -0.0229 0.3772 -0.5304
C -2.374 4.520 2.222 0.2203 -0.0754 -0.0351
C 2.524 -1.506 0.504 -0.7034 -0.6267 0.6809
C 1.998 2.381 1.271 0.0857 0.1528 0.1494
C -1.102 1.631 -3.819 -0.0779 0.1915 -0.0104
C -4.346 8.112 4.139 -0.0864 -0.0160 -0.0948
C -4.306 0.432 0.325 0.0044 0.0407 -0.0676
C 6.052 -2.421 -0.477 0.6229 -0.3230 1.0065
C -10.291 -1.920 0.400 0.0830 -0.0619 -0.0456
C 9.396 0.917 -1.487 -0.0277 -0.0458 -0.0884
B 5.251 -3.712 -0.072 -0.0321 0.7693 -0.5058
H -3.827 1.183 0.939 0.0169 0.0022 0.0232
H 4.471 -2.919 2.367 -0.1031 0.4875 -0.3916
H 1.664 1.862 0.382 0.0188 0.0270 -0.0408
H 3.429 -1.076 0.902 0.3639 0.1387 -0.2445
H 5.611 -0.991 1.139 -0.2352 -0.1228 0.2666
H -0.860 0.581 -3.821 0.0306 -0.1463 0.0177
H 1.704 -0.986 0.991 -0.1279 0.3247 -0.0093
H 1.716 -8.481 0.189 0.0025 -0.0302 -0.0049
H 7.087 -1.950 1.396 -0.0555 -0.2504 0.2977
H 9.977 1.415 -0.723 0.0123 0.0131 0.0289
H 1.726 -3.091 1.711 -0.2073 -0.1195 0.2069
H -3.248 5.135 2.066 -0.0680 0.0382 0.0502
H -3.744 8.536 4.931 0.0258 0.0058 0.0215
H -9.225 2.166 -4.433 -0.0015 0.0235 -0.0246
H 5.519 -1.870 -1.249 -0.2923 0.0034 -0.1360
H 7.042 -0.679 0.236 0.2161 0.3731 -0.0372
H 4.824 -4.964 -1.519 -0.0358 -0.3910 -0.0891
H -10.845 -1.150 0.918 -0.0243 0.0144 0.0208
H 1.941 -3.547 0.050 -0.0096 -0.3108 -0.1338
H 6.969 -2.765 -0.951 0.1364 -0.0758 -0.2614
```
Positions in Å, forces in eV/Å.

***

Record 4
The following is a DFT calculation (ωB97M-V/def2-TZVPD) of one molecule with the formula C14H20ClN3O3S in a non-equilibrium geometry.

Summary:
E_HOMO: -8.943 eV
Molar mass: 345.9 g mol⁻¹
Energy relative to the best compared isomer or geometry (same formula, charge and spin): 0.000 eV
Gap between HOMO and LUMO: 9.511 eV

```
42
Properties=species:S:1:pos:R:3:forces:R:3
Cl 0.898 -0.150 3.150 0.0252 -0.1114 0.1487
S 0.993 4.040 -1.505 0.0169 -0.3568 -0.0024
O -1.516 -0.340 -1.438 -0.0747 0.1110 -0.3115
O 2.178 4.846 -1.390 0.0915 -0.2669 0.0197
O -0.275 4.706 -1.506 -0.2149 -0.1605 -0.1436
N 1.054 3.026 -2.842 -0.1432 0.5748 0.9276
N -1.571 -2.699 1.230 -0.1049 -0.1213 -0.0162
N -0.734 -0.295 0.714 0.0234 -0.1695 0.4852
C 0.388 3.511 -4.028 -0.2972 0.2958 -0.1411
C 0.146 1.750 -0.281 -0.1595 -0.1548 -0.0075
C -2.213 -2.059 0.105 -0.0543 -0.0295 -0.0682
C -0.068 -4.191 2.208 0.0501 0.0112 -0.1112
C 1.784 2.087 1.945 -0.1222 0.0134 -0.1152
C 0.932 1.001 1.857 -0.0017 0.1618 -0.2228
C -1.431 -4.347 2.909 -0.0865 0.0059 0.0011
C 1.823 3.011 0.913 0.0947 0.1358 -0.0542
C -1.453 -0.805 -0.325 -0.0319 -0.2389 0.2333
C -2.416 -3.587 2.012 -0.2066 -0.0341 0.1877
C 0.098 0.807 0.744 0.2319 0.4187 -0.1290
C 1.003 2.826 -0.183 0.1251 0.2599 -0.2842
C 2.375 2.486 -3.052 0.3973 -0.1252 0.0046
C -0.408 -3.501 0.887 0.2424 -0.0753 0.0349
H 3.063 3.234 -3.461 0.0008 -0.0590 0.0040
H -0.477 1.635 -1.152 -0.0625 -0.1004 -0.0217
H -0.651 -4.246 0.111 -0.0248 0.0589 -0.0045
H 2.758 2.148 -2.091 0.1968 -0.1533 -0.0664
H -0.756 -0.880 1.552 -0.0823 0.0717 -0.2760
H -0.508 4.033 -3.703 -0.0891 -0.0054 -0.2431
H 2.477 3.867 0.942 0.1280 0.0747 0.0693
H 2.412 2.206 2.814 0.0291 -0.0219 0.0656
H -2.325 -2.719 -0.771 0.0414 0.1232 0.0829
H -3.140 -3.001 2.581 -0.0623 -0.0687 -0.0518
H 0.400 -2.869 0.515 0.0179 -0.0249 -0.0603
H 0.429 -5.146 2.048 0.0664 0.0011 0.0080
H 0.591 -3.556 2.798 0.0481 -0.0131 -0.0132
H 1.018 4.199 -4.604 -0.0181 -0.0204 -0.0146
H 0.111 2.662 -4.654 0.0186 0.0123 0.0222
H -2.968 -4.290 1.366 0.0179 0.0504 -0.0065
H -1.401 -3.911 3.906 -0.0242 -0.0356 0.0288
H 2.310 1.638 -3.733 -0.0156 -0.0255 0.0394
H -3.214 -1.734 0.406 0.0391 -0.0107 -0.0533
H -1.719 -5.392 3.005 -0.0262 0.0024 0.0557
```
Positions in Å, forces in eV/Å.

***

Record 5
The following is a DFT calculation (ωB97M-V/def2-TZVPD) of C14H20F4IrN2O3PS3 as an isolated structure in a non-equilibrium geometry.

Summary:
E_HOMO (spin up / spin down): -6.789 / -7.757 eV
Molar mass: 659.7 g mol⁻¹
Energy relative to the best compared isomer or geometry (same formula, charge and spin): 0.133 eV
Gap between HOMO and LUMO (spin up / spin down): 7.166 / 5.149 eV
⟨S²⟩: 6.05
Spin multiplicity: 5

```
48
Properties=species:S:1:pos:R:3:forces:R:3
Ir 1.230 -0.709 -0.247 0.3413 -0.2001 -0.5888
S 3.378 -1.239 -1.219 -1.0055 0.3514 0.2835
S 5.646 -2.244 0.396 -0.4044 0.0775 -0.0524
S 3.068 -1.424 1.631 -0.5159 0.1149 -0.0548
P 0.562 1.197 1.061 -0.1490 0.1709 0.2868
F -3.512 0.233 -1.483 -0.0903 -0.0407 0.0334
F 1.077 0.958 -2.499 0.1037 0.0282 0.0292
F -4.135 2.292 -2.981 -0.1305 0.0086 0.0275
F 0.385 3.100 -3.932 0.1325 -0.0144 0.0105
O 0.911 2.566 0.319 -0.1132 -0.0501 -0.1076
O 1.036 1.606 2.550 0.0605 -0.1431 -0.3675
O -1.037 1.267 1.127 0.1699 -0.1377 -0.1797
N -0.739 -0.619 -1.225 0.9842 -0.4181 0.7244
N 0.138 -2.682 0.542 -0.0740 0.2569 0.1805
C -1.826 2.464 1.105 -0.0387 0.1662 0.0345
C -1.167 0.445 -1.943 -0.2071 0.6751 -0.5659
C -1.695 -1.584 -0.715 0.0188 -0.0924 -0.0079
C -0.573 2.376 -3.344 -0.2436 0.0872 -0.0342
C 4.096 -1.690 0.295 0.9494 -0.1834 0.0505
C -0.225 1.278 -2.600 -0.0729 -0.4181 0.2210
C -2.842 1.967 -2.875 0.1407 0.1095 -0.0810
C -0.375 -2.415 1.892 -0.0191 -0.0703 0.0396
C 0.981 -3.880 0.563 0.1775 -0.1350 0.0096
C 2.263 2.844 -0.078 0.1404 0.0498 -0.0208
C -0.952 -2.871 -0.419 -0.1204 0.1040 -0.1421
C -2.507 0.866 -2.115 0.2342 -0.0900 0.1476
C 0.980 0.665 3.622 -0.0114 -0.1994 0.1122
C -1.895 2.746 -3.506 0.0220 -0.0225 0.0139
H -1.887 2.904 2.101 0.0437 -0.0401 0.0143
H 2.790 3.334 0.740 -0.0299 -0.0219 0.0179
H 0.400 -4.758 0.873 -0.0651 0.0427 -0.0249
H -0.046 0.340 3.806 -0.0062 0.0580 -0.0248
H 1.359 1.173 4.504 -0.0056 0.0105 -0.0149
H -2.200 -1.199 0.178 -0.0471 -0.0330 -0.0363
H 1.607 -0.204 3.415 -0.0216 0.0875 0.0001
H 2.214 3.506 -0.938 -0.0360 -0.0048 0.0104
H -1.011 -3.240 2.237 0.0048 0.0007 -0.0163
H -1.651 -3.641 -0.065 0.0345 -0.0064 0.0433
H -2.461 -1.818 -1.455 -0.0439 0.0390 0.0154
H -0.948 -1.489 1.900 -0.0314 -0.0302 0.0041
H -2.167 3.609 -4.095 -0.0266 -0.0113 0.0031
H 0.467 -2.309 2.574 0.0110 -0.0060 -0.0339
H 2.791 1.930 -0.358 -0.0408 -0.0271 0.0090
H -2.819 2.173 0.769 0.0094 -0.0189 0.0371
H 1.803 -3.737 1.260 -0.0119 0.0241 -0.0128
H -0.501 -3.214 -1.352 -0.0138 -0.0661 0.0191
H 1.395 -4.061 -0.428 -0.0121 0.0499 -0.0102
H -1.405 3.189 0.411 0.0091 -0.0315 -0.0017
```
Positions in Å, forces in eV/Å.